Molecular formula: H3N5
Method: DFT, ωB97M-V with the def2-TZVPD basis set

```
! wB97M-V def2-TZVPD RIJCOSX def2/J DEFGRID3
* xyz 0 1
N -1.28 -0.36 -0.09
N -0.38 -1.16 0.14
H -0.37 -2.00 -0.40
H 1.44 -0.16 1.04
N -1.14 0.83 0.03
N 1.13 0.07 0.15
N 0.29 1.17 -0.01
H 0.30 1.61 -0.86
*
```

Energy above the lowest of the compared OMol25 structures with the same formula, charge and spin: 22.02 kcal/mol